The following is a DFT calculation (wB97M-V/def2-TZVPD) of a molecular structure, C48H69NO9Ti.

Structure (XYZ):
```
128
Properties=species:S:1:pos:R:3
Ti 0.12 0.04 0.34
C 1.99 2.27 -1.16
O 1.38 0.96 -1.09
C 1.67 0.08 -2.16
C 0.82 0.06 -3.26
C -0.37 0.98 -3.39
C -1.68 0.25 -3.19
C -2.53 -0.04 -4.26
C -3.71 -0.76 -4.09
C -4.04 -1.16 -2.79
C -3.22 -0.90 -1.71
C -3.52 -1.36 -0.30
C -2.63 -2.52 0.10
C -2.81 -3.74 -0.54
C -2.00 -4.84 -0.28
C -1.00 -4.69 0.67
C -0.77 -3.48 1.32
C 0.45 -3.37 2.22
C 1.71 -3.38 1.39
C 2.43 -4.55 1.14
C 3.54 -4.57 0.32
C 3.93 -3.36 -0.26
C 3.24 -2.18 -0.05
C 3.59 -0.91 -0.80
C 2.73 -0.81 -2.04
C 2.93 -1.72 -3.07
C 2.10 -1.80 -4.17
C 1.05 -0.88 -4.25
C 2.25 -2.87 -5.25
C 3.45 -3.77 -5.00
C 2.41 -2.20 -6.62
C 0.98 -3.74 -5.24
C 2.12 -2.19 0.79
O 1.45 -1.05 1.02
C 4.32 -5.84 0.01
C 3.74 -7.07 0.72
C 4.29 -6.10 -1.50
C 5.78 -5.67 0.47
C -1.60 -2.41 1.03
O -1.33 -1.16 1.61
C -1.85 -0.98 2.92
C -2.13 -6.16 -1.03
C -3.30 -6.16 -2.02
C -2.34 -7.31 -0.03
C -0.83 -6.40 -1.82
C -2.02 -0.20 -1.92
O -1.24 0.02 -0.86
C -4.64 -1.12 -5.25
C -4.77 -2.65 -5.33
C -4.11 -0.61 -6.59
C -6.02 -0.50 -5.00
H 2.80 2.26 -1.89
H 2.38 2.51 -0.17
H 1.24 3.00 -1.46
H -0.37 1.43 -4.39
H -0.29 1.80 -2.68
H -2.25 0.30 -5.24
H -4.96 -1.70 -2.62
H -4.56 -1.67 -0.24
H -3.38 -0.53 0.39
H -3.60 -3.81 -1.28
H -0.34 -5.51 0.89
H 0.46 -4.23 2.90
H 0.42 -2.47 2.82
H 2.09 -5.46 1.63
H 4.80 -3.34 -0.91
H 4.64 -0.94 -1.10
H 3.46 -0.04 -0.16
H 3.75 -2.42 -2.96
H 0.37 -0.90 -5.10
H 4.39 -3.20 -5.01
H 3.52 -4.52 -5.80
H 3.37 -4.30 -4.06
H 3.30 -1.57 -6.65
H 1.55 -1.58 -6.88
H 2.51 -2.97 -7.40
H 0.87 -4.22 -4.26
H 1.06 -4.52 -5.99
H 0.09 -3.15 -5.44
H 2.71 -7.26 0.40
H 3.76 -6.95 1.80
H 4.33 -7.95 0.46
H 3.26 -6.22 -1.85
H 4.83 -7.02 -1.74
H 4.74 -5.29 -2.07
H 5.83 -5.49 1.54
H 6.27 -4.84 -0.04
H 6.35 -6.58 0.25
H -1.77 -1.90 3.50
H -2.90 -0.68 2.88
H -1.25 -0.21 3.41
H -4.25 -6.01 -1.51
H -3.34 -7.12 -2.53
H -3.18 -5.39 -2.78
H -3.25 -7.15 0.55
H -1.50 -7.40 0.66
H -2.43 -8.26 -0.57
H -0.68 -5.60 -2.55
H -0.88 -7.34 -2.36
H 0.04 -6.43 -1.17
H -3.79 -3.11 -5.50
H -5.43 -2.92 -6.16
H -5.19 -3.06 -4.42
H -3.13 -1.03 -6.82
H -4.03 0.48 -6.60
H -4.80 -0.90 -7.38
H -6.47 -0.87 -4.08
H -6.69 -0.75 -5.83
H -5.95 0.59 -4.94
O 2.06 1.37 1.89
H 2.43 0.51 2.11
H 1.77 1.76 2.72
O -1.68 3.21 -1.05
H -1.30 2.52 -0.49
H -2.28 2.75 -1.64
O 0.22 -2.38 -1.37
H -0.23 -2.36 -2.22
H 0.30 -3.30 -1.12
N -2.35 4.14 3.34
C -2.24 3.32 2.13
C -1.04 2.41 2.26
O -0.45 2.42 3.44
O -0.62 1.72 1.35
H -3.29 4.16 3.71
H -2.05 5.09 3.18
H -0.95 3.11 3.95
H -2.15 3.87 1.19
H -3.11 2.67 2.03
```

The value obtained for the LUMO energy (alpha / beta) is -2.16 / -2.20 eV. For the frontier orbital gap (alpha / beta), the calculation gives 7.9799 / 7.9786 eV. As for the multiplicity: 2. The max |F| is 0.70 eV/Å. Its relative energy (zero: lowest compared OMol25 entry of this formula, charge and spin) is 0.7124 eV. As for the net charge: +1.

The following is a DFT calculation (wB97M-V/def2-TZVPD) of a molecular structure, C2H9N2O in a non-equilibrium geometry.

Structure (XYZ):
```
14
Properties=species:S:1:pos:R:3
C 1.95 -0.25 0.13
C 0.73 -0.82 0.78
N -0.39 -0.97 -0.09
O 0.62 -1.12 1.92
H 1.79 0.75 -0.27
H 2.25 -0.87 -0.72
H 2.77 -0.24 0.85
H -0.14 -1.29 -1.02
H -1.12 -1.55 0.32
N -1.72 1.32 -0.40
H -1.54 1.91 0.41
H -1.02 0.25 -0.23
H -2.71 1.09 -0.44
H -1.47 1.80 -1.25
```

The value obtained for the LUMO energy is -3.65 eV. For the frontier orbital gap, the calculation gives 11.1879 eV. The max |F| is 1.19 eV/Å. Its relative energy (zero: lowest compared OMol25 entry of this formula, charge and spin) is 0.8295 eV. As for the net charge: +1.

The following is a DFT calculation (wB97M-V/def2-TZVPD) of a molecular structure, C50H52F3MgNOSSbSi in a non-equilibrium geometry.

Structure (XYZ):
```
111
Properties=species:S:1:pos:R:3
Mg 1.01 1.73 -0.55
C -2.33 2.62 2.75
C -2.76 3.47 1.68
C -1.71 4.44 1.46
C -0.64 4.16 2.35
C -0.99 2.99 3.12
C -0.08 2.18 3.98
C 0.65 4.84 2.31
C -1.66 5.49 0.46
C -4.03 3.32 0.93
C -3.00 1.44 3.34
H 0.96 2.57 4.04
H 0.04 1.16 3.57
H -0.39 2.05 5.01
H 1.22 4.49 1.45
H 1.22 4.60 3.20
H 0.51 5.93 2.25
H -0.87 5.36 -0.30
H -1.56 6.51 0.85
H -2.62 5.46 -0.09
H -4.23 2.25 0.75
H -3.95 3.83 -0.05
H -4.90 3.72 1.50
H -4.07 1.47 3.18
H -2.85 1.38 4.44
H -2.63 0.51 2.93
F 6.78 2.95 -1.03
C 5.56 3.55 -0.86
F 5.03 3.75 -2.10
F 5.79 4.78 -0.35
C 4.74 2.70 0.08
C 5.38 1.90 0.99
C 4.67 0.95 1.71
C 3.43 0.68 1.30
N 2.76 1.48 0.44
C 3.33 2.58 -0.09
S 2.27 3.76 -0.78
H 6.42 2.10 1.13
H 5.10 0.34 2.49
H 2.80 -0.12 1.69
C 2.06 -1.00 -3.41
C 0.58 -1.08 -3.96
C -0.08 -2.42 -3.64
C 0.58 -0.82 -5.42
Si -0.41 0.33 -3.05
O 0.06 0.48 -1.54
C -2.24 -0.11 -3.21
C -2.91 -0.61 -2.07
C -4.17 -1.18 -2.16
C -4.84 -1.19 -3.37
C -4.23 -0.61 -4.48
C -2.98 -0.09 -4.38
C -0.19 1.97 -3.94
C 1.03 2.62 -4.22
C 1.08 3.77 -4.99
C -0.09 4.33 -5.53
C -1.32 3.81 -5.13
C -1.34 2.67 -4.31
H 2.61 -1.89 -3.68
H 2.07 -0.91 -2.31
H 2.60 -0.12 -3.77
H 0.58 -3.21 -3.92
H -1.03 -2.57 -4.22
H -0.24 -2.58 -2.54
H 1.11 -1.66 -5.84
H 1.10 0.06 -5.74
H -0.46 -0.81 -5.81
H -2.45 -0.45 -1.06
H -4.54 -1.82 -1.31
H -5.79 -1.61 -3.51
H -4.78 -0.47 -5.40
H -2.51 0.33 -5.26
H 1.97 2.23 -3.80
H 2.07 4.16 -5.19
H 0.02 5.19 -6.20
H -2.26 4.31 -5.41
H -2.33 2.37 -3.91
C 4.15 -4.13 0.63
C 3.25 -3.56 -0.28
C 2.04 -3.11 0.19
C 1.79 -3.04 1.53
C 2.74 -3.47 2.46
C 3.90 -4.09 1.99
Sb -0.10 -2.10 2.04
C 0.01 -2.67 4.12
C 0.24 -1.71 5.12
C 0.10 -2.12 6.44
C -0.06 -3.44 6.78
C -0.28 -4.36 5.81
C -0.27 -4.00 4.47
C -1.37 -3.85 1.64
C -0.97 -4.92 0.83
C -1.95 -5.78 0.36
C -3.24 -5.70 0.82
C -3.59 -4.67 1.66
C -2.65 -3.75 2.13
H 5.06 -4.61 0.30
H 3.55 -3.53 -1.32
H 1.25 -2.88 -0.54
H 2.60 -3.47 3.57
H 4.65 -4.40 2.72
H 0.51 -0.70 4.81
H 0.15 -1.33 7.23
H 0.01 -3.77 7.85
H -0.48 -5.40 6.04
H -0.53 -4.72 3.74
H 0.05 -5.08 0.48
H -1.63 -6.59 -0.31
H -4.01 -6.38 0.46
H -4.65 -4.56 1.96
H -2.97 -2.95 2.79
```

The value obtained for the LUMO energy is 2.08 eV. For the frontier orbital gap, the calculation gives 4.5762 eV. The max |F| is 2.77 eV/Å. As for the net charge: -1.

The following is a DFT calculation (wB97M-V/def2-TZVPD) of C6H9NO in the gas phase in a non-equilibrium geometry.

Structure (XYZ):
```
17
Properties=species:S:1:pos:R:3
O -1.16 -1.31 -1.64
C -1.30 -0.44 -0.80
C -2.37 0.12 0.11
C -1.30 1.17 0.61
N -0.36 0.37 -0.19
C 1.07 0.32 -0.10
C 1.95 -0.66 0.71
C 1.97 -0.67 -0.81
H -2.64 -0.61 0.90
H -3.27 0.54 -0.44
H -0.99 1.16 1.72
H -1.54 2.22 0.28
H 1.37 1.38 -0.17
H 1.46 -1.53 1.07
H 2.77 -0.16 1.27
H 1.43 -1.50 -1.25
H 2.90 -0.39 -1.27
```

The value obtained for the LUMO energy is 0.94 eV. For the frontier orbital gap, the calculation gives 9.9045 eV. The max |F| is 2.14 eV/Å. Its relative energy (zero: lowest compared OMol25 entry of this formula, charge and spin) is 1.9390 eV. The structure (SMILES) is O=C1CCN1C1CC1.